Computed, not measured: C4H4O2 in the gas phase at a distorted geometry, with the ωB97M-V functional and the def2-TZVPD basis.

Output
Relative energy (zero: lowest compared OMol25 entry of this formula, charge and spin): 80.8 kcal per mole
SMILES: CC#CC(=O)O
Strongest force on any atom: 9.86 eV/Å
Gap between HOMO and LUMO: 10.058 eV

Geometry as XYZ:
```
10
Properties=species:S:1:pos:R:3:forces:R:3
C -1.294981 -1.554704 -0.281850 2.50 -0.93 1.82
C -0.568449 -0.292148 0.040202 5.63 6.12 5.29
C 0.125135 0.695819 0.756673 -3.59 -6.53 -5.60
C 1.309558 1.717926 0.581070 -1.78 1.31 2.37
O 1.714449 2.541415 1.396777 -1.05 -2.57 -1.82
O 1.650710 1.761351 -0.691490 1.49 1.74 -0.08
H -0.759675 -2.584161 -0.030053 0.02 2.26 -1.49
H -1.825994 -1.501024 -1.187215 -0.49 -0.24 -1.12
H -1.919477 -1.719757 0.533486 -2.16 0.37 1.31
H 1.568725 0.935282 -1.117601 -0.60 -1.53 -0.69
```
Forces are in eV/Å.

---

Computed, not measured: C4H4O2 in the gas phase at a distorted geometry, with the ωB97M-V functional and the def2-TZVPD basis.

Output
Relative energy (zero: lowest compared OMol25 entry of this formula, charge and spin): 109.9 kcal per mole
SMILES: C#COC(C)=O
Strongest force on any atom: 7.84 eV/Å
Gap between HOMO and LUMO: 9.847 eV

Geometry as XYZ:
```
10
Properties=species:S:1:pos:R:3:forces:R:3
C -0.540777 -2.674785 1.442774 0.09 1.41 -0.14
C -0.407567 -1.530673 1.071808 2.19 1.26 -2.32
O 0.336878 -0.358415 0.139186 -2.15 -6.05 4.50
C -0.520149 0.528783 -0.132108 3.47 5.13 -3.81
C 0.751776 1.559978 -1.002854 -2.82 -0.92 1.13
O -1.643540 0.834017 -0.021092 -0.84 -0.89 0.79
H -0.722918 -3.602636 1.916830 -0.14 -0.25 0.08
H 0.260662 1.719207 -1.955950 0.18 0.31 -0.10
H 0.765151 2.436740 -0.364384 0.11 0.20 -0.23
H 1.720483 1.087785 -1.094209 -0.09 -0.19 0.11
```
Forces are in eV/Å.

---

Computed, not measured: C4H4O2S in the gas phase at a distorted geometry, with the ωB97M-V functional and the def2-TZVPD basis.

Output
Relative energy (zero: lowest compared OMol25 entry of this formula, charge and spin): 57.2 kcal per mole
SMILES: O=C[C@@H]1OC=CS1
Strongest force on any atom: 6.07 eV/Å
Gap between HOMO and LUMO: 8.926 eV

Geometry as XYZ:
```
11
Properties=species:S:1:pos:R:3:forces:R:3
O 2.775682 0.248270 -0.252199 -0.85 -0.15 -0.23
C 1.626624 -0.110750 -0.295235 0.51 -0.53 2.28
C 0.625624 -0.052961 0.895883 0.60 1.46 0.02
O -0.364910 -1.113475 0.746999 -0.35 2.25 -0.81
C -1.309083 -0.614131 -0.180666 0.25 1.22 -0.74
C -1.232436 0.684816 -0.642135 2.37 -3.70 4.18
S -0.126084 1.618207 0.442641 -0.46 -1.00 -0.57
H 1.105323 -0.594001 -1.102539 0.10 -0.15 -1.26
H 1.076188 0.146759 1.927801 -0.65 -1.14 -1.41
H -2.122278 -1.297238 -0.482467 0.87 0.16 0.35
H -2.054646 1.084504 -1.058084 -2.40 1.58 -1.81
```
Forces are in eV/Å.

---

Computed, not measured: a 2-piece molecular cluster, C4H4O2S overall at a distorted geometry, with the ωB97M-V functional and the def2-TZVPD basis.

Output
Relative energy (zero: lowest compared OMol25 entry of this formula, charge and spin): 213.0 kcal per mole
Strongest force on any atom: 3.96 eV/Å
Gap between HOMO and LUMO (spin up / spin down): 6.149 / 6.151 eV

Geometry as XYZ:
```
11
Properties=species:S:1:pos:R:3:forces:R:3
C -1.467039 -0.021529 -0.060567 0.57 1.14 0.86
C -0.259463 -0.914463 -0.335200 -3.46 -1.89 -0.46
C -1.089517 1.206789 0.356933 -1.54 -0.41 0.71
C 0.793039 -0.195261 -0.530488 2.14 -1.18 0.56
O 0.654387 2.357531 -1.080328 0.51 1.75 -1.60
O 2.883118 -2.032176 0.217231 -1.87 1.99 0.15
S 0.714792 1.496586 0.067588 -0.70 -0.54 1.64
H -2.548459 -0.261853 -0.077651 1.01 -0.48 -0.18
H -0.502454 -2.005926 -0.436095 1.01 1.10 0.24
H -1.863139 1.956673 0.801644 1.99 -0.97 -1.23
H 2.684733 -1.586370 1.076935 0.33 -0.51 -0.69
```
Forces are in eV/Å.

---

> relative energy (zero: lowest compared OMol25 entry of this formula, charge and spin) of number 2 (C4H4O2)?

109.9 kcal per mole